(1)
Density functional theory data (the ωB97M-V functional and the def2-TZVPD basis) for C13H10Cl3ErO9 as an isolated structure.

Cartesian coordinates (Å):
Er: -0.333 0.180 -0.689
O: -1.100 3.273 -3.535
C: -0.548 2.182 -3.027
O: -0.068 2.205 -1.913
C: -0.519 0.949 -3.885
O: 0.047 -0.081 -3.133
C: -0.277 -1.414 -3.599
C: -0.298 -2.388 -2.452
O: -0.176 -3.563 -2.707
O: -0.486 -1.841 -1.282
H: -1.455 3.075 -4.410
H: -1.549 0.714 -4.170
H: 0.068 1.173 -4.783
H: -1.276 -1.401 -4.039
H: 0.463 -1.746 -4.323
O: 0.635 1.346 0.959
C: 1.351 0.322 1.212
O: 1.568 -0.530 0.293
C: 1.834 0.073 2.592
C: 2.251 -1.201 2.956
C: 2.666 -1.441 4.258
C: 2.674 -0.403 5.182
C: 2.264 0.874 4.812
C: 1.834 1.111 3.516
H: 2.252 -1.992 2.217
H: 2.985 -2.432 4.552
H: 3.003 -0.589 6.197
H: 2.277 1.675 5.539
H: 1.492 2.092 3.213
Cl: -4.587 -0.100 1.493
C: -3.094 0.098 0.622
Cl: -1.818 -1.014 1.351
Cl: -2.442 1.759 0.808
C: -3.232 -0.267 -0.934
O: -4.073 -1.054 -1.254
O: -2.335 0.357 -1.639

Spin multiplicity = 4
E = -97264.65608 eV
Orbital gap (alpha / beta) = 9.434 / 9.437 eV
Energy relative to the best compared isomer or geometry (same formula, charge and spin) = 0.0 kcal/mol

Atomic partial charges in e from the Löwdin method, atoms 1 to 6: 1.3942 0.1922 -0.4649 0.0517 -0.1281 -0.1872

(2)
Density functional theory data (the ωB97M-V functional and the def2-TZVPD basis) for C13H10Cl5NOs as an isolated structure.

Cartesian coordinates (Å):
C: 1.424 -1.731 -0.478
C: 0.026 -1.974 -0.653
C: -0.607 -1.810 0.623
C: 0.393 -1.452 1.576
C: 1.654 -1.411 0.904
Os: 0.247 0.075 -0.083
N: 1.522 0.880 -1.354
C: 0.006 1.048 -2.014
C: -1.186 0.471 -1.342
H: -1.654 -1.998 0.832
H: -0.474 -2.271 -1.575
H: 0.230 -1.269 2.635
H: 2.610 -1.177 1.354
H: 2.182 -1.801 -1.253
H: -1.624 -0.339 -1.907
H: -0.103 2.131 -2.159
H: 1.713 1.818 -0.948
H: -1.883 1.234 -1.036
H: 0.146 0.581 -2.994
Cl: 1.324 3.228 0.658
C: -0.053 2.761 1.613
C: -0.656 1.529 1.434
C: -1.821 1.251 2.146
Cl: -2.871 -0.036 1.706
C: -2.237 2.086 3.213
Cl: -3.485 1.595 4.266
C: -1.613 3.338 3.404
Cl: -2.162 4.412 4.606
C: -0.538 3.698 2.558
Cl: 0.151 5.259 2.669

Spin multiplicity = 5
E = -80204.86887 eV
Orbital gap (alpha / beta) = 5.321 / 6.929 eV
Energy relative to the best compared isomer or geometry (same formula, charge and spin) = 0.0 kcal/mol

Atomic partial charges in e from the Löwdin method, atoms 1 to 6: -0.2230 -0.2289 -0.2581 -0.2325 -0.1722 1.5358

(3)
Density functional theory data (the ωB97M-V functional and the def2-TZVPD basis) for C13H10ClNO5SSn as an isolated structure.

Cartesian coordinates (Å):
Sn: 1.052 0.399 3.187
Cl: -4.686 -0.391 -1.428
C: -3.471 -0.415 -0.198
C: -3.550 -1.364 0.831
C: -2.597 -1.424 1.818
C: -1.517 -0.529 1.829
O: -0.603 -0.678 2.784
C: -1.452 0.439 0.797
C: -0.412 1.410 0.690
O: 0.519 1.589 1.515
C: -2.434 0.474 -0.218
H: -4.375 -2.065 0.835
H: -2.654 -2.166 2.603
H: -0.431 2.087 -0.169
H: -2.347 1.204 -1.015
N: 2.437 -1.154 1.885
C: 2.223 -0.668 0.535
C: 1.062 -1.084 -0.095
C: 0.653 -0.464 -1.254
C: 1.402 0.582 -1.781
C: 2.611 0.927 -1.198
C: 3.041 0.292 -0.033
S: 0.742 1.484 -3.188
O: 1.294 2.814 -3.019
O: -0.694 1.381 -2.955
O: 1.227 0.748 -4.336
H: 2.243 -2.151 1.929
H: 3.387 -1.016 2.218
H: 0.469 -1.874 0.350
H: -0.275 -0.731 -1.746
H: 3.179 1.738 -1.634
H: 3.956 0.603 0.461

E = -54559.85905 eV
Orbital gap = 6.795 eV
Energy relative to the best compared isomer or geometry (same formula, charge and spin) = 0.0 kcal/mol

Atomic partial charges in e from the Löwdin method, atoms 1 to 6: 1.3770 0.7011 -0.6518 -0.0640 0.0048 -0.3283

(4)
Density functional theory data (the ωB97M-V functional and the def2-TZVPD basis) for C13H10ErN18O2 as an isolated structure.

Cartesian coordinates (Å):
Er: -0.169 0.126 -0.017
N: 3.775 -0.267 0.213
C: 3.066 0.371 1.179
N: 3.516 1.223 2.118
N: 2.449 1.666 2.735
N: 1.406 1.105 2.207
N: 1.744 0.250 1.244
C: 3.157 -0.565 -0.998
N: 3.815 -0.990 -2.064
N: 2.880 -1.128 -3.002
N: 1.725 -0.804 -2.542
N: 1.841 -0.431 -1.248
H: 4.775 -0.151 0.185
N: -0.481 2.262 3.058
C: -0.032 1.595 2.103
H: 0.091 2.396 3.894
N: -2.505 -1.657 -4.114
N: -1.657 -1.962 -3.119
N: -1.163 -3.166 -3.006
C: -0.499 -3.096 -1.863
N: -0.595 -1.893 -1.318
N: -1.340 -1.163 -2.131
H: -2.440 -2.342 -4.853
H: -2.489 -0.676 -4.450
H: 0.029 -3.919 -1.428
O: -2.518 -2.979 1.337
C: -2.353 -1.775 1.203
O: -1.230 -1.159 1.249
C: -3.576 -0.900 0.964
C: -4.791 -1.296 1.509
C: -5.936 -0.552 1.286
C: -5.878 0.582 0.487
C: -4.669 0.984 -0.060
C: -3.519 0.252 0.188
H: -4.809 -2.199 2.103
H: -6.876 -0.857 1.727
H: -6.771 1.160 0.287
H: -4.618 1.864 -0.688
H: -2.568 0.584 -0.235
N: -0.600 2.008 -1.240
C: -1.044 2.218 -2.304
N: -1.534 2.595 -3.406
C: -2.042 1.849 -4.324
N: -2.517 1.227 -5.180

Spin multiplicity = 4
E = -72182.98525 eV
Orbital gap (alpha / beta) = 8.920 / 8.923 eV
Total charge = -1
Energy relative to the best compared isomer or geometry (same formula, charge and spin) = 28.2 kcal/mol

Atomic partial charges in e from the Löwdin method, atoms 1 to 6: 1.2942 0.1490 -0.3962 0.0764 0.0514 -0.1958

(5)
Density functional theory data (the ωB97M-V functional and the def2-TZVPD basis) for C13H10ErN2O4 as an isolated structure.

Cartesian coordinates (Å):
Er: -0.080 0.969 -1.281
C: -0.537 -0.581 1.057
O: -0.264 -1.554 1.628
C: 1.561 -0.630 -0.795
O: 2.134 -1.414 -0.170
C: 1.227 1.287 0.830
O: 1.756 1.173 1.855
C: -0.908 -1.457 -1.236
O: -1.280 -2.501 -0.918
C: 0.721 1.944 -3.439
H: -0.181 1.705 -4.021
H: 0.796 2.980 -3.077
C: 1.840 1.152 -3.526
H: 2.823 1.496 -3.188
H: 1.860 0.237 -4.126
N: -3.914 2.088 -0.138
C: -2.767 1.754 -0.757
N: -1.742 1.835 0.109
C: -2.266 2.170 1.359
C: -1.639 2.110 2.603
C: -2.447 2.428 3.692
C: -3.828 2.716 3.565
C: -4.445 2.651 2.290
C: -3.636 2.387 1.195
H: -4.873 2.022 -0.469
H: -2.667 1.552 -1.832
H: -0.595 1.782 2.757
H: -2.004 2.397 4.685
H: -4.477 2.992 4.412
H: -5.514 2.762 2.088

Spin multiplicity = 4
E = -52402.35608 eV
Orbital gap (alpha / beta) = 4.888 / 4.945 eV
Total charge = +3

Atomic partial charges in e from the Löwdin method, atoms 1 to 6: 1.4177 -0.0138 0.2137 -0.0765 0.2598 -0.0179

(6)
Density functional theory data (the ωB97M-V functional and the def2-TZVPD basis) for a 2-piece molecular cluster, C13H10F4N2O4S overall.

Cartesian coordinates (Å):
F: 4.448 0.578 2.256
C: 3.440 1.230 1.648
F: 3.533 2.544 1.955
F: 3.580 1.096 0.307
S: 1.773 0.515 2.227
C: 0.634 1.371 1.210
C: -0.749 1.361 1.468
C: -1.605 2.312 0.802
C: -2.978 2.280 0.939
C: -3.578 1.306 1.768
N: -4.994 1.193 1.874
O: -5.460 0.297 2.617
O: -5.722 1.982 1.231
C: -2.770 0.405 2.487
C: -1.395 0.436 2.360
O: 1.827 -0.892 1.893
O: 1.669 0.968 3.599
H: 1.064 2.145 0.577
H: -1.131 3.079 0.185
H: -3.620 2.972 0.402
H: -3.260 -0.325 3.122
H: -0.799 -0.258 2.949
F: 1.014 -0.298 -1.159
N: 1.194 -1.341 -2.214
C: 2.436 -1.743 -2.508
C: 2.617 -2.679 -3.522
C: 1.507 -3.191 -4.203
C: 0.235 -2.740 -3.845
C: 0.090 -1.798 -2.826
H: 3.278 -1.330 -1.950
H: 3.627 -3.003 -3.778
H: 1.633 -3.931 -5.004
H: -0.657 -3.111 -4.350
H: -0.882 -1.428 -2.518

E = -46509.58653 eV
Orbital gap = 3.770 eV

Atomic partial charges in e from the Löwdin method, atoms 1 to 6: 0.1218 -0.6263 0.1158 0.0874 0.7085 -0.2250

(7)
Density functional theory data (the ωB97M-V functional and the def2-TZVPD basis) for C13H10F5N3O2SSe4Zr as an isolated structure.

Cartesian coordinates (Å):
Zr: 0.874 -2.276 -0.132
Se: -0.351 -3.155 2.193
Se: -1.927 -3.621 0.505
Se: -0.211 -4.671 -0.778
Se: 0.069 -3.113 -2.556
N: 2.795 -1.809 1.300
N: 4.010 -2.254 0.694
C: 3.795 -3.202 -0.244
O: 4.714 -3.947 -0.506
O: 2.540 -3.280 -0.610
H: 2.852 -0.805 1.507
H: 2.563 -2.302 2.131
H: 4.778 -2.472 1.328
C: -4.736 1.250 0.157
C: -3.376 0.636 0.085
C: -2.582 0.473 1.192
C: -1.321 0.013 1.134
N: -0.802 -0.376 -0.039
C: -1.492 -0.172 -1.112
C: -2.751 0.382 -1.117
H: -5.547 0.467 0.279
H: -4.941 1.840 -0.745
H: -4.860 1.937 1.022
H: -3.018 0.701 2.146
H: -0.703 -0.038 2.048
H: -1.104 -0.501 -2.102
H: -3.187 0.570 -2.122
F: 0.079 4.873 0.417
C: 0.684 3.771 -0.043
C: 1.270 2.896 0.827
F: 1.309 3.174 2.172
C: 1.785 1.696 0.427
F: 2.167 0.894 1.402
C: 1.736 1.259 -0.904
S: 2.107 -0.371 -1.463
C: 1.216 2.213 -1.774
F: 0.964 1.809 -3.039
C: 0.629 3.389 -1.383
F: -0.030 4.120 -2.295

E = -309300.38423 eV
Orbital gap = 7.339 eV

Atomic partial charges in e from the Löwdin method, atoms 1 to 6: 0.7857 0.0084 0.0474 0.0866 0.1251 -0.0630